# 1
DFT (ωB97M-V/def2-TZVPD) results for a single C5H4O3 molecule.

Each line ends with the natural charge from an NBO analysis.
Geometry (Å):
O: 1.78228 1.67059 -0.93483  -0.523
C: 1.67797 1.75569 0.23217  0.657
O: 0.72185 1.12467 1.13713  -0.494
C: -0.25271 0.41733 0.45107  0.506
C: -0.28064 -0.05042 -0.84199  -0.347
C: -1.04935 -1.32015 -0.80500  -0.328
C: -1.37991 -1.44093 0.43036  0.110
O: -0.90108 -0.45956 1.22556  -0.427
H: 2.75587 2.00743 0.90672  0.136
H: 0.09748 0.61351 -1.59234  0.256
H: -1.18911 -2.15183 -1.38760  0.237
H: -1.98265 -2.16634 1.17876  0.218

Summary:
HOMO energy: -8.82 eV
SMILES string: O=COc1ccco1
energy above the lowest of the compared OMol25 structures with the same formula, charge and spin: 3.368 eV
orbital gap: 9.6 eV
LUMO energy: 0.80 eV
charge: 0
total energy: -418.5381 a.u.

=====

# 2
DFT (ωB97M-V/def2-TZVPD) results for a molecular structure, C5H4O4S.

Each line ends with the natural charge from an NBO analysis.
Geometry (Å):
C: -0.07700 -0.83325 -0.10749  -0.047
C: -0.08703 -1.50501 -1.38561  -0.616
C: -0.09706 0.45911 0.30376  -0.373
C: -0.25899 1.73500 -0.38657  0.411
C: 0.00627 -1.12746 -2.63487  0.802
O: 0.06714 -0.86106 -3.75773  -0.382
O: -0.48978 4.70583 -0.89352  -0.892
O: 1.24222 3.95905 -2.47472  -0.878
O: -0.66356 1.95707 -1.53674  -0.580
S: -0.21684 4.07264 -2.17103  1.670
H: 0.07810 -1.43788 0.75266  0.221
H: -0.30055 -2.58918 -1.13440  0.293
H: -0.01237 0.73562 1.37587  0.219
H: -0.13821 2.53308 0.38412  0.152

Summary:
HOMO energy: -9.59 eV
energy above the lowest of the compared OMol25 structures with the same formula, charge and spin: 1.150 eV
orbital gap: 8.5 eV
LUMO energy: -1.07 eV
charge: 0
total energy: -891.9840 a.u.

=====

# 3
DFT (ωB97M-V/def2-TZVPD) results for a single C5H4OS molecule.

Each line ends with the natural charge from an NBO analysis.
Geometry (Å):
O: 1.41664 -2.02313 -1.91478  -0.442
C: 0.64352 -1.25864 -1.55597  0.714
C: -0.25908 -0.56134 -1.01340  -0.560
C: 0.12728 0.67316 -0.23405  -0.280
C: 0.29179 0.30309 1.19412  -0.488
C: -0.85057 1.08342 0.81253  -0.095
S: -2.28738 1.57938 1.20616  0.154
H: -1.21358 -0.97809 -0.77252  0.270
H: 0.87317 1.27969 -0.82028  0.254
H: 0.13878 -0.74280 1.44290  0.234
H: 1.11943 0.64527 1.65529  0.238

Summary:
HOMO energy: -8.72 eV
SMILES string: O=C=C[C@@H]1CC1=S
energy above the lowest of the compared OMol25 structures with the same formula, charge and spin: 3.204 eV
orbital gap: 8.2 eV
LUMO energy: -0.51 eV
charge: 0
total energy: -666.2192 a.u.

=====

# 4
DFT (ωB97M-V/def2-TZVPD) results for a gas-phase ion, C5H4S3 (charge -2).

Each line ends with the natural charge from an NBO analysis.
Geometry (Å):
C: -2.03959 -0.31400 0.82964  -0.630
C: -1.74618 -1.50390 0.26199  -0.145
C: 0.52086 -0.88401 -0.59867  -0.189
C: 0.54671 0.38222 -0.34947  -0.287
C: 1.60935 1.43701 -0.20682  -0.681
S: -2.36561 -3.04445 0.26628  -0.429
S: 1.61908 -1.76130 -1.54008  -0.528
S: -0.96443 1.03033 0.65005  0.057
H: -2.97631 -0.11374 1.34833  0.203
H: 2.34993 1.06564 0.53567  0.200
H: 2.25514 1.21963 -1.16304  0.222
H: 1.19105 2.48656 -0.03387  0.206

Summary:
HOMO energy (spin up / spin down): 1.31 / 1.30 eV
energy above the lowest of the compared OMol25 structures with the same formula, charge and spin: 1.942 eV
orbital gap (spin up / spin down): 4.4 / 4.4 eV
LUMO energy (spin up / spin down): 5.74 / 5.74 eV
charge: -2
total energy: -1387.3212 a.u.

=====

# 5
DFT (ωB97M-V/def2-TZVPD) results for a single C5H5Br molecule.

Each line ends with the natural charge from an NBO analysis.
Geometry (Å):
C: -1.63683 1.75590 0.54212  -0.254
C: -0.81989 1.03450 -0.00632  0.001
C: 0.06195 -0.05152 -0.53346  -0.504
C: 0.39843 -1.06949 0.46842  -0.186
C: 1.74154 -1.28479 0.52575  -0.275
Br: 2.47900 -2.37947 1.89568  0.052
H: -2.08666 2.48542 1.13270  0.233
H: -0.69639 -0.39572 -1.36351  0.251
H: 0.99412 0.32876 -1.07683  0.239
H: -0.31482 -1.43510 1.09728  0.223
H: 2.36847 -0.55308 -0.03540  0.219

Summary:
HOMO energy: -9.38 eV
SMILES string: C#CC/C=C/Br
energy above the lowest of the compared OMol25 structures with the same formula, charge and spin: 1.174 eV
orbital gap: 10.3 eV
LUMO energy: 0.90 eV
charge: 0
total energy: -2767.4116 a.u.

=====

# 6
DFT (ωB97M-V/def2-TZVPD) results for a single C5H5BrFNO molecule.

Each line ends with the natural charge from an NBO analysis.
Geometry (Å):
O: -1.69765 -1.79600 0.06237  -0.658
C: -1.06103 -0.57954 -0.24545  0.421
Br: -2.02034 -0.05219 -2.09056  -0.141
C: 0.36612 -0.63530 -0.43067  -0.287
C: 1.15997 0.42205 -0.15893  -0.148
C: 0.57336 1.65196 0.44966  0.091
F: 1.29977 2.05968 1.59680  -0.362
C: -0.87517 1.30357 0.99583  0.152
N: -1.57595 0.32730 0.72896  -0.406
H: -0.99917 -2.45509 -0.04825  0.472
H: 0.73135 -1.42184 -1.08315  0.237
H: 2.18807 0.26624 0.00305  0.228
H: 0.65522 2.50334 -0.21565  0.209
H: -1.31852 2.12406 1.55835  0.193

Summary:
HOMO energy: -9.99 eV
SMILES string: O[C@]1(Br)C=C[C@H](F)C=N1
energy above the lowest of the compared OMol25 structures with the same formula, charge and spin: 0.029 eV
orbital gap: 9.3 eV
LUMO energy: -0.70 eV
charge: 0
total energy: -2997.3352 a.u.

=====

# 7
DFT (ωB97M-V/def2-TZVPD) results for 2 unconnected molecules or ions with the total composition C5H5BrN2O.

Each line ends with the natural charge from an NBO analysis.
Geometry (Å):
C: -0.63179 1.61644 -0.37238  -0.303
C: -0.22233 0.74063 0.64544  -0.234
C: -0.76917 0.81553 -1.49851  -0.025
C: -0.23545 -0.56371 0.10056  0.025
C: 0.02979 -1.77183 0.70415  -0.309
N: 2.50987 -0.28783 1.19255  0.200
N: -0.49289 -0.47084 -1.23993  -0.501
O: 2.00638 0.69872 0.85599  -0.203
Br: -0.04126 -2.14348 2.57224  0.068
H: -0.83228 2.70398 -0.26128  0.232
H: 0.11273 1.24956 1.56568  0.243
H: -0.78096 1.21285 -2.47097  0.206
H: -0.01298 -2.58133 -0.01174  0.197
H: -0.63969 -1.21869 -1.78179  0.404

Summary:
HOMO energy (spin up / spin down): -6.79 / -8.19 eV
energy above the lowest of the compared OMol25 structures with the same formula, charge and spin: 3.959 eV
orbital gap (spin up / spin down): 7.2 / 7.7 eV
LUMO energy (spin up / spin down): 0.46 / -0.46 eV
charge: 0
total energy: -2952.1221 a.u.

=====

# 8
DFT (ωB97M-V/def2-TZVPD) results for a gas-phase ion, C5H5BrN3O2 (charge -1).

Each line ends with the natural charge from an NBO analysis.
Geometry (Å):
C: -1.05823 2.70888 0.12856  -0.074
C: -0.12359 1.80698 -0.23448  0.310
C: -2.47795 0.30702 -0.04438  0.005
C: -2.03504 3.65800 -0.03324  0.754
C: -0.78846 -1.68048 -0.16302  -0.403
N: -0.14586 0.47085 -0.22421  -0.488
N: -1.30318 -0.29360 -0.15899  -0.273
N: 1.29420 2.27067 -0.34274  -0.797
O: -3.20079 4.00725 -0.22798  -0.618
O: -0.84430 4.23636 0.21993  -0.557
Br: -3.86038 -1.10549 0.13199  -0.180
H: -0.54863 -2.00928 -1.12428  0.200
H: 0.08787 -1.87470 0.43688  0.211
H: -1.50831 -2.32646 0.16965  0.202
H: 1.43686 3.16463 0.02426  0.356
H: 1.68332 1.66515 0.24604  0.352

Summary:
HOMO energy: -3.54 eV
orbital gap: 6.7 eV
LUMO energy: 3.19 eV
charge: -1
total energy: -3082.1590 a.u.

=====

# 9
DFT (ωB97M-V/def2-TZVPD) results for a gas-phase ion, C5H5BrNO2 (charge +1).

Each line ends with the natural charge from an NBO analysis.
Geometry (Å):
C: 0.33212 0.76523 -2.03081  -0.405
N: 0.50146 0.38443 -0.61232  -0.351
C: -0.66324 0.34324 0.25749  -0.017
C: -0.65685 0.38867 1.62764  -0.122
Br: -0.86234 1.81047 2.75924  0.338
C: -0.32959 -1.01779 2.16352  0.732
O: -0.38059 -1.52465 3.20089  -0.392
O: 0.21060 -1.58402 1.01823  -0.451
C: -0.13902 -0.92659 -0.07764  0.254
H: -0.27021 -0.10219 -2.47658  0.238
H: -0.05853 1.71995 -1.99994  0.239
H: 1.37154 0.78784 -2.50696  0.247
H: 1.38228 0.57909 -0.30278  0.434
H: -0.43762 -1.62368 -1.01998  0.257

Summary:
HOMO energy (spin up / spin down): -14.54 / -14.54 eV
SMILES string: C[N@H+]1C2=C(Br)C(=O)O[C@@H]21
energy above the lowest of the compared OMol25 structures with the same formula, charge and spin: 1.963 eV
orbital gap (spin up / spin down): 8.0 / 8.0 eV
LUMO energy (spin up / spin down): -6.51 / -6.51 eV
charge: +1
total energy: -2972.3413 a.u.

=====

Among the records above, which one has the highest charge?
C5H5BrNO2